C55H53IO7S | ωB97M-V with the def2-TZVPD basis set

```
! RIJCOSX wB97M-V def2-TZVPD def2/J DEFGRID3
* xyz 0 1
I 5.520 0.385 -2.098
S 5.188 -2.724 -3.089
O 3.455 -1.526 -1.423
O 0.136 -4.637 5.252
O -4.617 -6.819 4.055
O -3.108 8.789 -7.964
O 2.189 0.091 0.224
O 2.186 -5.111 -2.083
O -0.192 4.360 -7.152
C -3.777 -5.959 8.059
C 4.796 -1.630 -1.710
C 3.418 -0.979 1.958
C -0.149 7.820 -10.752
C -1.942 2.413 0.581
C -2.537 -5.411 8.372
C 1.097 -1.774 1.448
C -2.732 6.877 -6.632
C -0.472 0.063 4.994
C 0.383 -1.826 6.430
C -1.276 -5.533 3.587
C -3.170 -6.012 5.736
C -0.149 0.078 2.610
C -3.530 -6.358 4.329
C 0.566 -1.114 2.693
C -1.153 8.164 -9.863
C -2.926 1.953 -3.046
C -4.093 -6.258 6.745
C 1.232 0.280 -0.796
C -1.872 -6.205 0.955
C 0.731 -1.714 3.938
C -1.979 5.719 -6.428
C -2.797 -6.452 1.956
C -2.507 -6.111 3.273
C 0.712 1.714 -0.752
C 0.627 6.688 -10.526
C 3.121 1.550 4.892
C -0.562 1.600 -2.881
C -2.258 4.893 -5.347
C 3.293 0.409 2.599
C -0.618 6.231 -8.524
C 1.768 -3.116 -0.851
C -1.616 -5.157 7.371
C -4.024 6.377 -4.671
C -1.390 7.373 -8.745
C -0.589 1.835 -1.504
C 0.393 5.895 -9.415
C -1.929 -5.454 6.050
C -0.867 5.348 -7.348
C -2.962 2.204 -1.684
C -0.649 -5.625 1.272
C -2.468 7.773 -7.794
C -1.811 2.147 -0.895
C 4.891 -1.185 1.603
C -3.281 5.218 -4.474
C -0.658 0.670 3.760
C 0.218 -1.143 5.102
C 2.382 -1.185 0.802
C -3.751 7.205 -5.746
C -0.926 -5.161 4.988
C 3.781 0.441 4.058
C 2.121 -3.905 -2.080
C -1.712 1.649 -3.654
C 2.876 -2.212 -0.305
C -0.350 -5.297 2.582
H -1.761 9.043 -10.022
H 0.598 -4.844 2.840
H 0.031 8.435 -11.623
H 1.332 -2.807 1.706
H 4.862 0.588 4.065
H 1.708 0.115 -1.764
H -4.322 8.108 -5.914
H 3.860 2.264 5.254
H 2.643 1.136 5.779
H 2.369 2.083 4.315
H -1.201 1.603 3.702
H 0.281 -1.802 0.729
H 5.197 -0.493 0.823
H 0.986 5.011 -9.228
H -0.880 0.519 5.888
H -3.755 -6.898 1.730
H 5.374 -2.025 -0.883
H 0.860 -2.557 -1.076
H -3.825 1.996 -3.645
H -3.493 4.570 -3.634
H 0.632 2.040 0.281
H -5.052 -6.685 6.486
H 5.137 -2.211 1.336
H 0.083 -5.431 0.498
H 0.385 1.384 -3.361
H -1.085 2.949 0.984
H -4.496 -6.153 8.843
H -2.291 -5.183 9.401
H 3.600 -2.889 0.152
H 3.880 1.108 2.003
H 3.607 -0.538 4.509
H -2.844 2.982 0.787
H 3.181 -1.721 2.724
H 1.437 2.360 -1.248
H 1.414 6.425 -11.219
H -1.667 4.000 -5.197
H 1.519 -3.835 -0.074
H -3.911 2.447 -1.223
H 0.925 -1.199 7.136
H 0.391 -0.414 -0.736
H -0.296 0.548 1.648
H 2.288 -3.329 -3.003
H -1.652 1.459 -4.716
H 5.495 -0.952 2.480
H -2.022 1.475 1.135
H 1.253 -2.663 3.998
H 2.260 0.735 2.591
H -2.102 -6.461 -0.070
H -0.596 -2.035 6.865
H -0.650 -4.729 7.598
H 4.566 -1.997 -4.021
H 0.889 -2.782 6.319
H -4.819 6.634 -3.983
*
```

Properties
Maximum force in eV Å⁻¹: 0.4
Electronic energy in eV: -91163.9439
Molar mass in g/mol: 985.0
HOMO level in eV: -8.86

Atom charges from the Löwdin analysis, given in e for atoms 1 to 4:
1 I 0.8060
2 S 0.7176
3 O -0.2599
4 O 0.0824